DFT (ωB97M-V with the def2-TZVPD basis set) results for a molecular structure, C40H49CoN7P2.

Cartesian coordinates (Å):
C 1.879 2.632 -3.163
H -10.495 -5.722 -1.735
C -5.947 -2.946 -0.290
C -8.669 -4.643 -1.886
H 0.775 4.370 0.186
C 4.390 -0.439 -0.606
H -0.975 3.972 -3.034
C -7.686 -4.019 -1.120
N -6.526 -3.350 -1.463
C 1.434 -5.020 1.122
C -0.358 -3.488 2.048
H -2.221 -0.860 -2.122
C 0.968 -3.576 1.288
C 2.669 -2.167 -0.564
H -8.630 -4.670 -2.967
C -4.674 -2.208 -0.235
N -2.228 -0.885 -0.060
H -0.672 -2.454 2.196
H 6.471 -4.163 -0.768
N -3.312 3.455 1.728
H -0.616 2.097 -4.172
P 0.914 -2.596 -0.276
H 1.281 -4.499 -1.659
H 4.204 3.294 2.481
H 6.327 -1.063 -1.230
H -6.193 -3.180 -2.394
H -4.364 -2.010 -2.375
H -2.473 -0.932 1.988
C -2.468 2.858 2.246
H -1.251 3.246 -0.068
H 3.378 5.514 2.627
C 3.353 1.723 1.311
P 0.116 1.678 -1.112
N -0.208 0.378 1.915
H 2.411 -5.096 0.642
H 0.044 4.654 -1.771
H -0.079 -2.102 -3.008
C 0.526 -3.710 -1.672
H 4.030 0.969 1.692
H 3.340 -4.107 -1.177
H -1.043 -4.762 -0.535
H 1.523 -5.479 2.108
C 1.397 2.327 0.007
C 2.592 5.405 1.882
H 1.342 3.561 -3.347
H 1.532 0.599 -2.609
H -2.806 1.476 -0.898
C -1.209 2.953 -1.124
H -1.646 -3.626 -1.735
C -7.726 -3.976 0.272
C 0.934 1.506 -2.753
H -2.642 2.126 -2.541
C 4.952 -2.713 -1.209
H -4.658 -2.124 1.909
C 5.970 -3.732 -1.639
C 1.500 3.621 0.480
H 1.630 -2.529 -3.157
H -3.353 3.104 -1.252
C -3.982 -1.827 -1.379
H -0.957 -5.168 -2.243
H 5.507 -4.551 -2.189
H 1.647 5.707 2.336
C -9.705 -5.225 -1.189
H 4.678 0.599 -0.522
N -6.619 -3.296 0.767
H -1.692 4.950 -1.764
H 0.379 0.746 -4.702
C -2.918 -1.215 1.041
C -8.784 -4.571 0.963
H 6.738 -3.284 -2.267
H 0.722 -5.617 0.550
H -0.874 0.493 -3.489
C 3.430 3.027 1.771
H 2.799 6.104 1.069
C -0.926 4.200 -1.969
H -10.599 -5.660 0.722
H 0.391 -3.592 -3.827
N -1.497 2.206 2.870
C 5.310 -1.374 -1.023
C -2.772 -1.180 -1.243
C -9.764 -5.191 0.221
H 2.640 2.825 -2.406
H -1.162 -4.018 1.533
C -0.857 -4.351 -1.526
C -0.108 1.194 -3.834
C 0.632 -2.935 -2.989
C 2.334 1.363 0.431
C -2.579 2.369 -1.477
C -0.847 1.263 2.357
Co -0.078 -0.413 0.097
H 1.722 -3.036 1.870
H -0.246 -3.940 3.035
C 3.621 -3.076 -0.988
C 2.513 3.993 1.369
C -4.129 -1.874 0.999
N 2.076 0.059 0.020
H -8.822 -4.537 2.044
C 3.054 -0.818 -0.341
H 2.390 2.361 -4.090

Values from the calculation:
Expectation value of S² ... 6.0548
Kohn-Sham gap (spin up / spin down) ... 7.9 / 5.9 eV
HOMO (spin up / spin down) ... -10.54 / -10.56 eV
2S+1 ... 5
LUMO (spin up / spin down) ... -2.6778 / -4.6755 eV
Charge ... +1